No. 1
Below is a molecular structure, C24H24N4O4Pd, with properties calculated with ωB97M-V/def2-TZVPD.

For the HOMO energy (spin up / spin down), the calculation gives -7.5 / -8.8 eV. The spin multiplicity is 5. The HOMO-LUMO gap (spin up / spin down) comes out at 8.01 / 7.41 eV. The calculation puts the total energy at -42905.4125 eV.

Structure (XYZ):
```
57
C24H24N4O4Pd (ωB97M-V/def2-TZVPD)
Pd -0.89304 0.27093 0.35590
C -2.02392 1.60320 4.49202
C -1.47499 1.64723 3.08464
O -1.77484 0.72329 2.31913
C -0.65746 2.78538 2.77044
C 0.02761 3.05815 1.60163
C 0.89222 4.28563 1.51803
N -0.04189 2.24682 0.52852
N 0.69154 2.60319 -0.50663
C 0.72879 1.71117 -1.52212
O 0.17860 0.58421 -1.52958
C 1.50603 2.14269 -2.71395
C 1.57872 1.29454 -3.81600
C 2.30012 1.66476 -4.93806
C 2.95665 2.88715 -4.96722
C 2.89180 3.73601 -3.87058
C 2.17087 3.36874 -2.74682
H -2.58036 0.68267 4.64678
H -2.68317 2.45685 4.65951
H -1.20618 1.65931 5.21175
H -0.53207 3.50036 3.57199
H 0.84800 4.85924 2.44047
H 0.56872 4.90501 0.68143
H 1.92190 3.99183 1.31495
H 1.06201 0.34498 -3.76907
H 2.35599 1.00080 -5.79096
H 3.51912 3.18009 -5.84490
H 3.40896 4.68679 -3.89244
H 2.11607 4.01919 -1.88673
C -4.85603 0.48631 -1.74095
C -3.65217 -0.09114 -1.03263
O -2.89621 0.69281 -0.44649
C -3.51487 -1.51897 -1.10216
C -2.49111 -2.31061 -0.61693
C -2.51544 -3.79249 -0.87110
N -1.45440 -1.79346 0.07032
N -0.52809 -2.65365 0.44220
C 0.57749 -2.10772 0.99735
O 0.80279 -0.88107 1.12939
C 1.59250 -3.08360 1.47468
C 2.75067 -2.60906 2.08512
C 3.71814 -3.49207 2.53342
C 3.53592 -4.85866 2.37359
C 2.38558 -5.33854 1.76234
C 1.41590 -4.45805 1.31325
H -4.83995 1.57118 -1.67938
H -5.77189 0.11163 -1.28029
H -4.85296 0.18134 -2.78821
H -4.29743 -2.03390 -1.64235
H -3.40902 -4.08131 -1.41882
H -2.47420 -4.32725 0.07786
H -1.62798 -4.07933 -1.43498
H 2.87301 -1.53961 2.19537
H 4.61784 -3.11814 3.00468
H 4.29017 -5.55110 2.72590
H 2.24731 -6.40445 1.63330
H 0.51861 -4.81930 0.83340
```

---

No. 2
Below is a molecular structure, C10H13ClO3Pb at a distorted geometry, with properties calculated with ωB97M-V/def2-TZVPD.

For the HOMO energy (spin up / spin down), the calculation gives -16.7 / -17.1 eV. The calculation puts the energy above the lowest of the compared OMol25 structures with the same formula, charge and spin at 1.339 eV. The HOMO-LUMO gap (spin up / spin down) comes out at 3.88 / 4.90 eV. The calculation puts the total energy at -34471.2346 eV. The net charge is +2.

Structure (XYZ):
```
28
C10H13ClO3Pb (ωB97M-V/def2-TZVPD)
Cl -3.28467 0.68531 -1.44499
C 0.74459 -2.28394 -1.80290
C 1.86094 -1.52579 -1.37183
C 1.70735 -0.19120 -1.82210
H 2.71133 -1.93286 -0.82468
C 0.46406 -0.10313 -2.53498
C -0.14068 -1.41927 -2.51186
H -1.04301 -1.69421 -3.06656
H 0.64419 -3.36336 -1.67828
H 2.40053 0.64521 -1.67065
C -0.18697 1.15321 -3.04273
Pb -0.99478 0.02882 -0.31965
C 0.44875 -2.78828 2.17792
C -3.73925 -0.82130 0.52947
O 0.45017 -3.11186 3.27923
O -4.60189 -1.10963 1.18196
H 0.16701 2.01619 -2.44797
H -1.28704 1.08204 -2.90015
H 0.01760 1.35511 -4.10785
C -0.20464 1.26188 3.32130
C 1.10139 1.46800 2.55192
O 0.90755 2.06685 1.24192
H -0.89733 2.12090 3.25563
H 0.02956 1.10419 4.38108
H -0.70799 0.34260 2.98477
H 1.83216 2.02593 3.13173
H 1.57394 0.50973 2.27665
H 0.02712 2.47885 1.23362
```

---

No. 3
Below is a molecular structure, C25H34GeN4Ni, with properties calculated with ωB97M-V/def2-TZVPD.

For the HOMO energy (spin up / spin down), the calculation gives -5.9 / -5.7 eV. The calculation puts the energy above the lowest of the compared OMol25 structures with the same formula, charge and spin at 0.000 eV. The spin multiplicity is 3. The HOMO-LUMO gap (spin up / spin down) comes out at 6.35 / 6.14 eV. The calculation puts the total energy at -129993.7182 eV.

Structure (XYZ):
```
65
C25H34GeN4Ni (ωB97M-V/def2-TZVPD)
Ni 0.09533 -0.06934 -0.19442
N 0.39977 1.05442 1.77225
C 0.48127 0.19136 2.94965
C -0.20809 -1.13802 2.64899
N 0.27681 -1.76236 1.41378
C -0.57966 -2.88785 1.02945
C -1.73254 -2.42772 0.14577
N -1.18398 -1.69631 -0.99332
C 1.67541 -2.17753 1.50141
C 2.34211 -2.20475 0.12711
N 2.15762 -0.90899 -0.53166
H 1.03023 1.84375 1.84125
H -0.53436 1.43545 1.68298
H 0.00552 0.62601 3.83637
H 1.53138 0.03353 3.19902
H -1.26909 -0.92644 2.50827
H -0.10662 -1.81460 3.51266
H -0.96245 -3.41596 1.91342
H 0.01908 -3.60091 0.45768
H -2.38184 -1.74698 0.69880
H -2.33574 -3.29695 -0.14187
H -1.91781 -1.21964 -1.49851
H -0.72552 -2.33341 -1.63580
H 1.77981 -3.16097 1.98136
H 2.22226 -1.45797 2.10934
H 1.89703 -2.97607 -0.50401
H 3.39711 -2.46696 0.26772
H 2.44913 -0.94432 -1.49870
H 2.71946 -0.20236 -0.07199
C -0.84149 1.47844 -0.94808
Ge -2.69020 1.81906 -0.55329
C -3.51366 3.58824 -0.94609
C -4.43221 4.19540 -0.09175
C -5.06591 5.37863 -0.44848
C -4.79349 5.97213 -1.67193
C -3.88532 5.37680 -2.53623
C -3.25483 4.19543 -2.17368
C -3.09903 1.53737 1.38442
C -3.72260 0.41460 1.92413
C -3.92604 0.28941 3.29386
C -3.50117 1.28990 4.15483
C -2.85817 2.40942 3.64184
C -2.66011 2.52395 2.27328
C -3.85888 0.60903 -1.61363
C -3.43533 0.28952 -2.90555
C -4.19735 -0.52260 -3.73541
C -5.40632 -1.03080 -3.28112
C -5.86084 -0.69281 -2.01459
C -5.09811 0.12898 -1.19430
H -0.31405 2.37715 -1.29076
H -4.66451 3.73685 0.86162
H -5.77700 5.83829 0.22813
H -5.28636 6.89495 -1.95187
H -3.66958 5.83638 -3.49350
H -2.54665 3.73140 -2.85338
H -4.06551 -0.37484 1.26352
H -4.41947 -0.59085 3.68938
H -3.67506 1.20140 5.22011
H -2.51815 3.19218 4.30915
H -2.15996 3.40341 1.87800
H -2.48852 0.69454 -3.25412
H -3.84908 -0.75807 -4.73433
H -5.99696 -1.68032 -3.91550
H -6.81746 -1.06712 -1.66922
H -5.47927 0.40967 -0.21842
```